Entry 1:
# C16H25NO2

One molecule with the formula C16H25NO2 (wB97M-V/def2-TZVPD, the OMol25 dataset).

```
44
C16H25NO2, DFT wB97M-V/def2-TZVPD
C 0.7316 -2.0239 0.7531
C 1.4488 -2.1876 -0.5844
H 0.7954 -2.6982 -1.2977
H 2.3620 -2.7861 -0.4712
O 1.7296 -0.9495 -1.2024
C 2.6921 -0.1369 -0.6910
C 3.6599 -0.5096 0.2338
C 4.6074 0.4030 0.6689
C 4.6070 1.6987 0.1921
C 3.6477 2.0849 -0.7298
C 2.6950 1.1858 -1.1751
O 1.7592 1.5600 -2.1198
C 0.6607 2.2934 -1.6090
C -0.1293 1.5058 -0.5636
H -0.2660 0.4915 -0.9362
C -1.4911 2.1195 -0.2646
H -2.0982 2.1265 -1.1716
C -2.2131 1.3463 0.8397
N -2.2786 -0.0744 0.5734
C -3.0915 -0.4544 -0.5683
C -3.2050 -1.9713 -0.4259
H -4.1118 -2.3555 -0.8894
H -2.3485 -2.4493 -0.8993
C -3.1754 -2.2062 1.0941
H -4.1379 -2.5531 1.4671
H -2.4248 -2.9491 1.3576
C -2.8243 -0.8352 1.6859
H -2.0859 -0.8973 2.4881
H -3.7309 -0.3520 2.0916
H -2.6080 -0.1615 -1.4999
H -4.0908 0.0156 -0.5265
H -3.2241 1.7757 0.9836
H -1.6623 1.4695 1.7775
H -1.3725 3.1555 0.0617
H 0.4536 1.4478 0.3588
H 1.0012 3.2511 -1.1859
H 0.0385 2.4989 -2.4840
H 3.6306 3.0927 -1.1175
H 5.3461 2.4076 0.5328
H 5.3491 0.0897 1.3887
H 3.6869 -1.5146 0.6254
H 1.3667 -1.5048 1.4675
H 0.4810 -3.0028 1.1538
H -0.1803 -1.4460 0.6182
```

Maximum force (eV/Å): 0.63
Energy relative to the best compared isomer or geometry (same formula, charge and spin) (kJ/mol): 136.3
SMILES string: CCOc1ccccc1OCCCCN1CCCC1

***

Entry 2:
# C16H26Cl4N6O8

A 8-piece molecular cluster, C16H26Cl4N6O8 overall (wB97M-V/def2-TZVPD, the OMol25 dataset).

```
60
C16H26Cl4N6O8, DFT wB97M-V/def2-TZVPD
N 33.5468 9.3859 -18.1568
C 33.1166 8.4779 -19.0290
C 31.9057 7.8085 -18.8825
C 31.0674 8.1747 -17.8499
C 31.4992 9.1228 -16.9423
C 32.7471 9.6839 -17.1452
H 33.8157 8.1782 -19.8029
H 31.6370 7.0303 -19.5874
H 30.1474 7.6287 -17.6783
H 30.8994 9.3560 -16.0768
H 33.1542 10.4048 -16.4417
N 29.0288 6.4066 -15.6562
C 28.3461 5.9046 -16.6766
C 28.3433 4.5680 -17.0227
C 29.0653 3.6908 -16.2363
C 29.7283 4.1860 -15.1232
C 29.6794 5.5499 -14.8813
H 27.7537 6.5935 -17.2741
H 27.7602 4.1912 -17.8512
H 29.1203 2.6488 -16.5265
H 30.2177 3.4991 -14.4450
H 30.1904 6.0018 -14.0376
C 25.9967 8.1236 -14.3641
N 25.2794 6.8856 -13.9380
O 24.0683 6.8876 -14.0170
O 25.9525 5.9551 -13.5470
H 25.7301 8.2811 -15.4036
H 27.0529 7.9262 -14.2440
H 25.6961 8.9536 -13.7348
C 27.9895 11.4508 -8.6607
N 29.4038 11.8101 -8.8859
O 30.0907 10.9847 -9.4766
O 29.7976 12.8671 -8.4759
H 27.4568 12.3313 -8.3149
H 27.9309 10.7408 -7.8392
H 27.5888 11.0616 -9.5890
C 33.9872 6.1773 -9.1704
N 33.2928 7.4314 -9.5109
O 33.9567 8.4323 -9.6310
O 32.0887 7.3594 -9.6966
H 34.1642 5.6361 -10.0956
H 33.3839 5.5879 -8.4888
H 34.9354 6.4018 -8.6909
C 29.1057 7.6051 -9.2784
N 27.7506 8.1940 -9.4591
O 27.0534 8.3700 -8.4720
O 27.4229 8.5111 -10.5779
H 29.7799 8.4502 -9.1612
H 29.3641 7.0348 -10.1606
H 29.0780 6.9912 -8.3852
C 32.0810 14.5118 -13.0844
Cl 31.1379 15.3872 -14.3181
Cl 33.7587 14.2426 -13.5931
H 32.0852 15.1280 -12.1977
H 31.6242 13.5419 -12.9495
C 30.9036 9.6063 -12.7121
Cl 29.5830 8.7054 -13.4275
Cl 31.4991 10.8615 -13.8268
H 30.5648 10.1222 -11.8300
H 31.7328 8.9398 -12.5563
```

Maximum force (eV/Å): 0.89
Energy relative to the best compared isomer or geometry (same formula, charge and spin) (kJ/mol): 0.0
SMILES string: C[N+](=O)[O-].C[N+](=O)[O-].C[N+](=O)[O-].C[N+](=O)[O-].c1ccncc1.c1ccncc1.ClCCl.ClCCl

***

Entry 3:
# C16H26CrNS

C16H26CrNS as an isolated structure (wB97M-V/def2-TZVPD, the OMol25 dataset).

```
45
C16H26CrNS, DFT wB97M-V/def2-TZVPD
C 1.4316 2.0721 -0.3785
H 2.2042 2.6730 0.1407
H 1.9184 1.7496 -1.3202
H 1.6826 1.0996 0.9750
C 0.2919 3.1126 -0.5802
H -0.6537 2.6635 -0.9524
H 0.0347 3.5524 0.4031
C 0.7228 4.2535 -1.5187
H -0.0996 4.9537 -1.6909
H 1.5611 4.7978 -1.0833
H 1.0464 3.8483 -2.4792
C -0.8058 -1.8852 0.3177
C -1.4552 -1.0167 -0.6287
C -0.4640 -0.5323 -1.5531
C 0.8395 -1.1101 -1.1602
C 0.5903 -1.9519 -0.0054
C 1.5743 -2.8399 0.6434
C 2.0270 -1.2072 -2.0529
C -0.7394 0.1626 -2.8313
C -2.8903 -0.6952 -0.6371
C -1.4867 -2.6436 1.3760
Cr 0.4743 0.5239 0.1943
H 2.9226 -1.5058 -1.4870
H 1.8784 -1.9641 -2.8480
H 2.2400 -0.2502 -2.5572
H 2.6029 -2.5978 0.3347
H 1.5227 -2.7845 1.7450
H 1.3810 -3.8866 0.3553
H -2.2822 -2.0570 1.8640
H -1.9533 -3.5466 0.9460
H -0.7845 -2.9771 2.1552
H -3.1177 0.1091 -1.3535
H -3.4677 -1.5838 -0.9404
H -3.2529 -0.3826 0.3594
H 0.0873 0.8275 -3.1350
H -0.8790 -0.5704 -3.6458
H -1.6609 0.7623 -2.7712
S -1.8131 0.2156 3.9846
C -0.1525 -0.3269 4.2697
C 0.6181 -0.1584 3.1553
N -0.1062 0.3980 2.0752
C -1.3949 0.6702 2.3888
H 0.1881 -0.7395 5.2113
H 1.6759 -0.4021 3.0337
H -2.0565 1.1702 1.6820
```

⟨S²⟩: 3.857
Maximum force (eV/Å): 3.72
Energy relative to the best compared isomer or geometry (same formula, charge and spin) (kJ/mol): 0.0
Charge: +2
2S+1: 4

***

Entry 4:
# C16H26N2O2

One molecule with the formula C16H26N2O2 (wB97M-V/def2-TZVPD, the OMol25 dataset).

```
46
C16H26N2O2, DFT wB97M-V/def2-TZVPD
C 0.6012 2.7281 -0.7105
H 1.1202 3.5812 -1.1431
H 0.2206 2.1085 -1.5178
H -0.2442 3.0992 -0.1344
C 1.5416 1.9319 0.1936
C 2.0041 2.8074 1.3576
H 2.7327 2.2841 1.9733
H 2.4638 3.7206 0.9859
H 1.1581 3.0796 1.9847
H 2.4264 1.6485 -0.3845
C 0.8468 0.6760 0.7392
H -0.1830 0.9486 0.9849
H 1.3194 0.3594 1.6691
C 0.8176 -0.5614 -0.1998
C 1.9558 -1.5600 0.0789
H 1.7224 -2.0141 1.0445
C 3.3994 -1.0417 0.1223
C 3.9609 -0.7070 -1.2616
H 5.0394 -0.5743 -1.2003
H 3.7602 -1.5149 -1.9627
H 3.5502 0.2167 -1.6663
C 4.2755 -2.1165 0.7686
H 3.9195 -2.3538 1.7680
H 5.3059 -1.7762 0.8447
H 4.2577 -3.0271 0.1736
H 3.4460 -0.1471 0.7500
H 1.8861 -2.3495 -0.6758
C -0.4928 -1.2830 0.1639
O -0.6407 -1.9172 1.1908
N -1.4742 -1.1089 -0.7367
H -1.2652 -0.6955 -1.6345
N -2.7250 -1.7123 -0.5832
C -3.8094 -0.8969 -0.2512
C -3.8198 0.4633 -0.5511
C -4.9500 1.2194 -0.3015
C -6.0814 0.6369 0.2422
C -6.0736 -0.7159 0.5429
C -4.9489 -1.4790 0.3024
H -4.9410 -2.5322 0.5427
H -6.9491 -1.1785 0.9745
H -6.9612 1.2317 0.4345
H -4.9442 2.2744 -0.5344
H -2.9403 0.9300 -0.9686
H -2.6379 -2.5316 0.0138
O 0.7380 -0.2181 -1.5724
H 1.6125 0.0671 -1.8562
```

Maximum force (eV/Å): 0.83
Energy relative to the best compared isomer or geometry (same formula, charge and spin) (kJ/mol): 114.4
SMILES string: CC(C)CC(O)(CC(C)C)C(=O)NNc1ccccc1

***

Entry 5:
# C16H26N2O4S

One molecule with the formula C16H26N2O4S (wB97M-V/def2-TZVPD, the OMol25 dataset).

```
49
C16H26N2O4S, DFT wB97M-V/def2-TZVPD
C -1.7448 -4.2615 1.2983
C -0.6992 -3.5461 0.4533
H -0.7660 -3.8735 -0.5905
H 0.3036 -3.7257 0.8435
O -0.8682 -2.1325 0.5104
C -1.8060 -1.6012 -0.2731
O -2.4690 -2.2468 -1.0580
C -1.9580 -0.1645 -0.0470
C -3.0849 0.5702 -0.3777
N -2.8925 1.8467 0.0518
C -1.6568 1.9627 0.6324
C -1.0532 0.7289 0.5986
S 0.6098 0.3704 1.1110
O 0.6495 -0.5639 2.1950
O 1.2569 1.6397 1.3462
N 1.1918 -0.3607 -0.2763
C 1.5352 0.5767 -1.3178
C 2.8948 1.2602 -1.0791
C 3.7684 0.4193 -0.1388
C 5.2345 0.8222 -0.2524
H 5.8389 0.2696 0.4632
H 5.3509 1.8845 -0.0524
H 5.6117 0.6155 -1.2526
C 3.5631 -1.0604 -0.4608
C 2.1202 -1.4612 -0.1253
H 1.7899 -2.2824 -0.7734
H 2.0329 -1.7801 0.9140
H 3.7644 -1.2266 -1.5220
H 4.2557 -1.6771 0.1131
H 3.4300 0.5964 0.8870
H 3.4037 1.3938 -2.0363
H 2.7402 2.2397 -0.6286
H 1.5392 0.0226 -2.2618
H 0.7318 1.3147 -1.3574
C -1.1829 3.2587 1.1783
H -0.1454 3.1503 1.4783
H -1.7728 3.5513 2.0474
H -1.2626 4.0468 0.4299
C -3.8217 2.9347 -0.0828
H -3.9260 3.4570 0.8687
H -4.7935 2.5529 -0.3839
H -3.4747 3.6481 -0.8344
C -4.3288 0.1244 -1.0557
H -4.5020 0.6966 -1.9667
H -4.2191 -0.9229 -1.3201
H -5.1954 0.2367 -0.4034
H -1.5453 -5.3296 1.3026
H -2.7365 -4.0887 0.8872
H -1.7121 -3.8859 2.3178
```

Maximum force (eV/Å): 1.15
Energy relative to the best compared isomer or geometry (same formula, charge and spin) (kJ/mol): 161.9
SMILES string: CCOC(=O)c1c(S(=O)(=O)N2CCC(C)CC2)c(C)n(C)c1C

***

Number 1: DFT total energy -22582.0860 eV. Number 2: DFT total energy -92412.4318 eV. Number 3: DFT total energy -57741.4160 eV. Number 4: DFT total energy -24089.2507 eV. Number 5: DFT total energy -39019.6758 eV.